(1)
113
Properties=species:S:1:pos:R:3 method="wB97M-V/def2-TZVPD" smiles="Fc1ccccc1.Fc1ccccc1.Fc1ccccc1.Fc1ccccc1.Fc1ccccc1.CNC(C)=O.CNC(C)=O.CNC(C)=O.CNC(C)=O.ClCCl" homo_ev=-9.16 e_above_lowest_ev=0.0000 fmax_ev_per_a=2.7 orbital_gap_ha=0.3494
C 3.912 -6.396 4.930
C 4.092 -5.204 4.029
O 4.893 -5.228 3.132
N 3.410 -4.088 4.350
C 3.355 -2.860 3.577
H 4.534 -6.268 5.816
H 4.118 -7.293 4.345
H 2.891 -6.414 5.310
H 3.022 -4.089 5.283
H 2.650 -2.185 4.064
H 3.080 -2.944 2.526
H 4.283 -2.292 3.631
C -2.680 1.379 4.186
C -2.531 1.321 5.735
O -2.471 0.220 6.281
N -2.500 2.484 6.405
C -2.492 2.640 7.855
H -2.928 2.403 3.907
H -3.430 0.778 3.673
H -1.720 1.143 3.726
H -2.526 3.327 5.849
H -3.320 2.103 8.319
H -2.637 3.692 8.100
H -1.633 2.199 8.361
C -3.895 3.470 0.132
C -4.732 3.320 1.408
O -4.977 4.259 2.183
N -5.242 2.097 1.657
C -6.080 1.816 2.818
H -4.580 3.750 -0.669
H -3.310 2.626 -0.233
H -3.217 4.308 0.298
H -5.116 1.389 0.948
H -5.579 1.252 3.605
H -6.968 1.238 2.563
H -6.576 2.688 3.243
C -3.864 1.348 -3.519
C -5.093 2.244 -3.768
O -4.992 3.403 -3.412
N -6.218 1.660 -4.159
C -7.518 2.261 -4.186
H -3.951 0.343 -3.933
H -3.716 1.250 -2.444
H -2.975 1.839 -3.916
H -6.222 0.741 -4.577
H -7.438 3.320 -4.432
H -8.078 2.116 -3.263
H -8.111 1.841 -4.999
C 3.434 -4.834 0.070
Cl 3.738 -6.304 -0.995
Cl 1.818 -5.010 0.772
H 4.193 -4.850 0.852
H 3.532 -3.877 -0.442
F 0.288 2.323 -5.091
C -0.229 1.148 -5.578
C -1.038 1.043 -6.707
C -1.468 -0.250 -7.152
C -1.049 -1.407 -6.537
C -0.202 -1.215 -5.441
C 0.197 0.018 -4.974
H -1.358 1.951 -7.197
H -2.151 -0.331 -7.985
H -1.383 -2.352 -6.939
H 0.175 -2.098 -4.947
H 0.825 0.077 -4.097
F 1.613 2.978 3.708
C 2.029 1.990 4.547
C 3.374 1.753 4.695
C 3.832 0.629 5.326
C 2.913 -0.315 5.757
C 1.574 -0.079 5.680
C 1.099 1.039 5.042
H 4.111 2.451 4.326
H 4.908 0.545 5.300
H 3.305 -1.229 6.177
H 0.976 -0.803 6.214
H 0.046 1.225 4.895
F 1.896 -2.159 0.305
C 1.155 -1.055 0.248
C 0.312 -0.824 -0.854
C -0.523 0.295 -0.795
C -0.563 1.081 0.357
C 0.170 0.778 1.480
C 1.087 -0.240 1.383
H 0.358 -1.391 -1.772
H -1.066 0.620 -1.670
H -1.237 1.924 0.323
H 0.120 1.347 2.397
H 1.684 -0.536 2.234
F 3.084 -1.727 -2.211
C 2.934 -2.520 -3.325
C 2.116 -3.668 -3.256
C 1.925 -4.509 -4.397
C 2.519 -4.149 -5.583
C 3.353 -3.051 -5.713
C 3.475 -2.157 -4.605
H 1.576 -3.846 -2.338
H 1.289 -5.380 -4.338
H 2.438 -4.796 -6.444
H 3.684 -2.885 -6.728
H 4.000 -1.216 -4.677
F 5.020 0.791 -1.982
C 4.167 1.774 -2.454
C 4.712 2.874 -3.077
C 3.865 3.900 -3.497
C 2.510 3.777 -3.217
C 1.944 2.630 -2.634
C 2.853 1.679 -2.158
H 5.773 2.798 -3.265
H 4.162 4.768 -4.065
H 1.842 4.572 -3.514
H 0.888 2.510 -2.442
H 2.460 0.766 -1.735

(2)
113
Properties=species:S:1:pos:R:3 method="wB97M-V/def2-TZVPD" homo_ev=-8.82 e_above_lowest_ev=0.0000 charge=+1 fmax_ev_per_a=3.2 orbital_gap_ha=0.2404
Sr -1.194 1.058 -1.420
C -2.262 4.465 -2.468
C -2.274 4.581 -0.946
N -1.524 3.557 -0.155
C -0.191 4.056 0.171
C 0.831 3.941 -0.927
C 1.852 4.868 -1.045
C 2.793 4.744 -2.017
C 2.595 3.778 -2.995
C 1.402 3.025 -2.979
C 1.034 2.186 -4.169
N -0.359 1.719 -4.096
C -1.290 2.533 -4.951
C -2.642 2.766 -4.326
N -2.688 3.097 -2.875
N 0.627 2.987 -1.853
H -1.284 4.776 -2.942
H -3.093 5.127 -2.767
H -3.335 4.456 -0.632
H -1.959 5.606 -0.735
H -1.961 3.380 0.736
H 0.233 3.463 0.978
H -0.183 5.109 0.577
H 1.857 5.655 -0.320
H 3.699 5.357 -1.937
H 3.308 3.657 -3.828
H 1.724 1.351 -4.264
H 1.211 2.769 -5.107
H -0.303 0.792 -4.565
H -1.484 1.935 -5.909
H -0.871 3.496 -5.252
H -3.229 1.832 -4.375
H -3.144 3.567 -4.891
H -3.684 2.985 -2.657
N -2.055 -1.968 0.588
N -3.394 -1.857 0.763
C -4.023 -0.672 0.927
N -5.355 -0.633 0.804
S -3.040 0.682 1.173
H -1.513 -1.321 1.189
H -1.751 -1.743 -0.393
H -3.954 -2.679 0.689
H -5.989 -1.362 0.505
H -5.782 0.256 1.108
C 2.068 -2.200 -3.202
C 1.280 -2.543 -4.307
C -0.107 -2.504 -4.268
C -0.721 -1.870 -3.128
C 0.068 -1.352 -2.146
C 1.487 -1.565 -2.112
C -2.179 -1.987 -3.030
C -2.794 -3.208 -3.357
C -4.125 -3.183 -3.730
C -4.902 -2.056 -3.372
C -6.325 -1.926 -3.532
C -7.001 -0.798 -3.225
C -6.354 0.236 -2.576
C -5.027 0.149 -2.322
C -4.234 -0.909 -2.800
N -2.867 -0.896 -2.656
H 3.187 -2.233 -3.235
H 1.779 -2.887 -5.219
H -0.646 -3.029 -5.030
H 2.053 -1.205 -1.266
H -2.124 -4.043 -3.623
H -4.642 -4.026 -4.222
H -6.864 -2.799 -3.952
H -8.047 -0.673 -3.549
H -6.872 1.200 -2.430
H -4.496 0.998 -1.913
C 1.008 -0.992 7.194
C 1.724 -1.694 6.076
C 2.831 -2.620 6.586
C 0.673 -2.605 5.393
C 2.401 -0.572 5.141
O 3.150 0.253 6.133
C 3.449 -1.028 4.117
C 3.094 -2.195 3.100
C 4.247 -2.579 2.185
C 4.035 -2.730 0.827
C 5.126 -2.917 -0.038
C 6.427 -3.009 0.524
Cl 7.830 -2.942 -0.462
C 6.625 -3.039 1.925
C 5.555 -2.735 2.742
C 1.337 0.456 4.492
N 1.277 0.457 3.015
C 0.374 -0.025 2.135
N 0.637 0.360 0.880
C 1.827 1.035 1.056
N 2.287 1.088 2.318
H 0.513 -1.651 7.927
H 0.264 -0.268 6.880
H 1.696 -0.415 7.838
H 2.491 -3.069 7.540
H 3.768 -2.114 6.814
H 3.021 -3.446 5.934
H 0.273 -3.268 6.199
H 1.087 -3.181 4.556
H -0.212 -2.016 5.106
H 4.022 0.449 5.793
H 4.362 -1.287 4.642
H 3.668 -0.118 3.472
H 2.264 -1.886 2.499
H 2.768 -3.077 3.676
H 3.024 -2.656 0.427
H 5.108 -2.878 -1.108
H 7.686 -3.234 2.257
H 5.667 -2.543 3.779
H 1.530 1.476 4.808
H 0.314 0.211 4.757
H -0.454 -0.612 2.425
H 2.272 1.549 0.226